1.
DFT (ωB97M-V/def2-TZVPD) results for C5H8N2O as an isolated structure at a distorted geometry.

Structure (ORCA input):
```
! RIJCOSX wB97M-V def2-TZVPD def2/J DEFGRID3
* xyz 0 1
O -0.0383 -1.4907 -0.5524
N -1.1715 1.9452 0.0609
N 1.4120 0.3049 -0.6042
C -1.3232 -1.6479 0.0211
C -0.8947 0.5427 -0.1299
C 0.1154 -0.1615 -0.5133
C 2.2850 -0.0645 0.5780
C -1.9221 -0.3660 0.1448
H 1.8653 0.3576 -1.5062
H -0.6690 2.6057 -1.0171
H 1.7891 -1.2242 1.0785
H -2.4094 1.8164 -0.1070
H 3.4881 -0.0770 0.1056
H -2.9210 -0.5154 0.7387
H 2.0715 0.7403 1.4113
H -1.6772 -2.7657 0.2912
*
```

Results
orbital gap: 0.3263 hartree

2.
DFT (ωB97M-V/def2-TZVPD) results for C51H82GeN8O3P3STi as an isolated structure at a distorted geometry.

Structure (ORCA input):
```
! RIJCOSX wB97M-V def2-TZVPD def2/J DEFGRID3
* xyz 2 4
Ge 0.4020 -0.4649 1.5644
Ti -0.4039 -1.0365 -1.0260
S 1.8491 2.2794 -2.9023
P -2.8141 -0.6668 0.7380
P -1.0659 2.9483 1.0066
P 1.5197 -2.7064 -0.6204
O -1.5318 -2.4940 -1.9475
O -1.7259 0.0073 -2.6601
O 0.7431 -0.8155 -2.8163
N -3.4134 -3.1552 -3.0238
N 3.1716 4.1184 -4.4446
N 4.4770 2.9624 -3.1951
N 1.2712 -2.1316 2.0436
N 1.0098 -0.3664 -5.0184
N -0.9638 -0.3184 2.8683
N 1.6134 -0.0579 3.6289
N 1.2218 1.5949 1.6819
C -5.4013 -0.2166 -0.4334
C -2.5990 -2.2240 -2.5458
C -1.8428 3.1421 -1.6633
C 4.9675 1.5362 3.3743
C -0.3109 4.9768 -0.8953
C -1.4231 4.0107 -0.4790
C 2.5058 -2.8129 6.0023
C 1.5331 -4.3346 -1.5101
C 0.6111 0.6346 4.4207
C 1.8793 -3.7106 3.8470
C -3.0755 -4.5744 -2.9007
C -0.0569 1.8900 6.3453
C -1.1056 0.1849 -3.9320
C -2.4800 4.5435 2.7363
C 0.9435 1.4148 5.5054
C -0.1525 3.9916 3.4759
C 2.7197 0.7399 3.2524
C -1.7051 0.8140 4.9395
C 3.9903 0.6304 3.7727
C -1.0410 4.2953 2.2782
C -2.9320 -0.7480 -2.7235
C 1.8969 -1.3552 4.2057
C 3.3140 -2.2005 -0.6382
C -5.1407 0.6379 1.9128
C 1.3886 -3.2491 1.1284
C 3.5425 -0.8424 0.0321
C 2.4415 -0.6493 -4.9510
C 0.4741 -5.2937 -0.9571
C -0.7114 0.3566 4.0656
C -4.7021 -2.8346 -3.6434
C -2.3523 -0.2111 2.4653
C 4.6796 2.5540 2.4525
C 2.2960 -3.8923 5.1570
C 0.7486 2.5956 0.7410
C 0.2961 -0.3880 -3.9009
C 3.4361 2.6498 1.8851
C -3.3757 -2.4386 0.9290
C 1.2968 -4.1355 -3.0127
C -4.3984 0.3440 0.5996
C 1.9682 4.6433 -5.0669
C 5.2867 3.8350 -3.9017
C 1.6713 -2.4205 3.3368
C 3.1766 3.1323 -3.5233
C 2.4232 1.7104 2.2396
C -4.5710 -2.7218 1.8390
C -1.3709 1.5533 6.0701
C 2.2898 -1.5321 5.5175
C 0.4958 0.1571 -6.2804
C -2.1722 -3.2667 1.3790
C 4.4670 4.5555 -4.6879
C 3.9314 -2.1671 -2.0325
H 2.5253 -4.7710 -1.3524
H 0.8841 3.7951 3.1959
H -5.4909 -2.2593 1.4877
H -0.5588 -0.0619 -6.4098
H 3.2408 3.4095 1.1435
H -5.5343 -0.2578 2.3859
H 4.7714 2.2996 -2.4975
H 4.9884 -1.9066 -1.9504
H -1.0850 2.3844 -1.8699
H 1.2613 4.9502 -4.2989
H -4.5331 1.1708 2.6393
H -2.2855 4.6019 -0.1570
H -0.5231 3.1300 4.0277
H 2.2418 5.4966 -5.6804
H 5.4495 3.2630 2.1814
H 0.7514 -5.7141 0.0077
H 0.3456 -6.1292 -1.6476
H -2.4283 -4.3281 1.3878
H 3.2643 -0.8525 1.0839
H -0.1485 4.8446 4.1570
H -2.5141 5.3818 3.4335
H 6.3532 3.8616 -3.7857
H 1.3200 3.5208 0.8029
H -3.6483 -2.7653 -0.0826
H 0.8606 2.2077 -0.2800
H 2.4149 -0.6767 6.1687
H 2.4439 -4.8986 5.5258
H -5.3272 -1.2976 -0.5655
H 2.8174 -2.9625 7.0257
H 2.8587 -0.1321 -4.0904
H -1.7096 -0.2788 -4.7112
H -3.5361 -0.4283 -1.8825
H -2.1604 1.8810 6.7331
H -1.3114 -3.1351 0.7157
H -5.3065 0.2604 -1.4083
H 1.0306 -0.3260 -7.0941
H -1.9550 3.7472 -2.5664
H 4.2142 -0.1408 4.4957
H 2.0730 -3.5388 -3.4861
H 2.6314 -1.7188 -4.8731
H -5.1639 -1.9744 -3.1654
H -5.3642 -3.6853 -3.5025
H 3.8768 -3.1227 -2.5495
H 0.1179 5.5209 -0.0529
H -4.0321 1.3094 0.2349
H -3.1600 4.7749 1.9149
H -1.8545 -2.9875 2.3867
H 0.3428 -3.6315 -3.1830
H 0.6502 1.2361 -6.3479
H -4.7439 -3.7992 1.8765
H -6.4197 -0.0170 -0.1000
H -3.6712 -5.0363 -2.1125
H 1.2687 -5.1034 -3.5158
H 1.5022 3.8798 -5.6881
H -2.6674 0.8321 2.5606
H 4.6025 -0.5840 -0.0283
H 2.2912 -3.8307 1.3501
H -2.7883 2.6306 -1.4746
H -0.4932 -4.7963 -0.8455
H -1.0358 1.2591 -4.1324
H -5.9888 1.2845 1.6803
H 3.4406 -1.4067 -2.6356
H -0.7106 5.7229 -1.5858
H 1.6932 -4.5772 3.2308
H 5.9581 1.4676 3.8022
H -4.3932 -2.3966 2.8645
H -3.4730 -0.5338 -3.6452
H -2.9916 -0.8017 3.1298
H -2.8669 3.6636 3.2564
H -2.0219 -4.6795 -2.6670
H 2.9046 -0.2664 -5.8571
H -4.5954 -2.6539 -4.7136
H 0.5431 -3.9376 1.2186
H 1.9841 1.6399 5.7074
H -0.6599 5.1965 1.7868
H 2.9769 -0.0568 -0.4807
H -2.7442 0.5863 4.7582
H 0.4913 4.4466 -1.4081
H -3.2939 -5.0654 -3.8476
H 0.1932 2.4926 7.2063
H 4.6803 5.3430 -5.3863
H 3.8193 -2.9762 -0.0529
*
```

Results
orbital gap (alpha / beta): 0.2657 / 0.1909 hartree

3.
DFT (ωB97M-V/def2-TZVPD) results for C31H76N5Na3O13 as an isolated structure at a distorted geometry.

Structure (ORCA input):
```
! RIJCOSX wB97M-V def2-TZVPD def2/J DEFGRID3
* xyz 2 1
Na 3.8302 0.0672 0.4471
Na 1.9154 -3.4921 -0.1287
Na 4.2132 -1.8037 -2.6358
O 1.9814 -0.9140 -1.5112
O 4.2058 4.2963 -1.6942
O -3.3844 3.7703 6.2361
O 3.5738 -4.3058 -4.2217
O 0.8552 0.2343 0.1389
O 4.2491 0.4765 3.2411
O -2.7511 1.9129 -1.8048
O -3.5669 -2.8723 1.8353
O 0.1124 -1.6934 -0.7139
O -2.3289 -7.0732 -1.8591
O 1.4713 -6.3357 -3.5693
O 0.1825 7.7710 -2.9004
O -1.0288 1.1046 5.0167
N 3.7079 2.4556 0.9314
N -1.0403 4.3206 -2.2996
N -2.6104 -5.0989 0.4161
N 1.1496 -3.4513 -3.2873
N -0.7410 3.9229 5.8090
C -3.3545 0.9280 -0.9653
C -2.5703 -7.9903 -2.8740
C -0.3813 5.4249 -2.9646
C 0.2014 1.6928 5.3901
C 3.1252 2.4572 2.2862
C 0.0447 -4.4064 -3.2418
C -2.6913 4.2985 7.3490
C -2.4038 -2.6856 1.0587
C -3.1400 -4.9150 -0.9459
C 4.1804 4.8244 -3.0064
C -3.4330 -6.2009 -1.6767
C -1.3228 1.9644 -1.7678
C 0.9719 -0.7751 -0.7547
C -4.2895 -1.6814 2.0693
C -4.7042 3.3837 6.5239
C 1.4601 -7.7552 -3.4219
C -0.1820 9.0523 -2.4675
C -0.8013 2.9790 -2.7749
C -1.7126 -4.0286 0.8166
C 2.8482 3.2191 -0.0545
C -1.3510 4.8726 6.7428
C -0.6685 6.7898 -2.3732
C 3.3488 3.1888 -1.4761
C 2.7001 -3.8207 -5.2194
C -0.0887 2.7891 6.4060
C 1.5561 -3.0083 -4.6239
C 3.1980 -0.2280 3.9064
C 4.6389 -5.0755 -4.7416
C 0.3041 -5.6793 -4.0110
C 4.1388 1.8917 3.2978
C -0.8753 0.1073 4.0429
H 4.4978 3.0865 1.0384
H -1.7276 7.0390 -2.5194
H -1.7397 -8.6874 -3.0069
H -0.6328 -6.2414 -3.9298
H 0.0506 -0.2782 0.4428
H 0.9464 2.1058 4.6943
H 4.9374 4.4666 -3.7091
H -0.2770 9.2346 -1.3916
H -3.1508 1.0845 0.0946
H 2.4427 3.4594 -2.0373
H -0.7164 0.6082 3.0771
H -4.3006 -6.6827 -1.2142
H 3.6715 2.1966 4.2367
H -0.6300 6.6736 -1.2804
H -0.6100 2.3097 7.2505
H -4.3188 -1.0482 1.1757
H -1.3789 -4.2262 1.8436
H -3.7896 -5.9287 -2.6783
H -5.3486 -1.9106 2.1929
H 5.5028 -5.1503 -4.0796
H 0.2734 2.8721 -2.9603
H -0.1832 -4.6243 -2.1952
H 0.5133 9.8076 -2.8312
H 0.7333 -2.9522 -5.3458
H -0.8416 -3.9816 0.1638
H 0.9224 -2.6093 -2.7705
H -3.3997 -8.6740 -2.6518
H 3.2401 4.6644 -3.5459
H 0.8610 3.0352 6.8977
H -0.9170 -4.0135 -3.6026
H -2.7532 -7.5918 -3.8803
H -3.1827 5.1946 7.7450
H -1.1578 9.3362 -2.8821
H -2.0169 4.5334 -2.1469
H -4.4104 1.0143 -1.2052
H 2.1547 -8.2752 -4.0878
H -2.6088 3.5495 8.1392
H -1.8188 -0.4399 4.0231
H -5.3486 4.2453 6.7409
H 2.4070 -4.6355 -5.8862
H -2.7155 -2.1502 0.1517
H -0.9462 0.9399 -1.7460
H -1.7167 -1.9865 1.5588
H -0.0701 -0.6146 4.2300
H 5.0917 -4.5827 -5.6112
H -1.1724 2.4834 -0.8125
H 2.9764 3.5258 2.4880
H 1.8708 -1.9605 -4.5493
H 0.3414 -5.5275 -5.0955
H 0.8137 0.9415 5.9106
H 2.1810 1.9111 2.3346
H 0.4921 -8.1891 -3.6685
H 2.9536 4.2162 0.3768
H 2.8757 0.2538 4.8281
H -0.6380 5.0521 7.5486
H -0.7700 5.4131 -3.9944
H 5.0882 2.3216 2.9868
H 0.7016 5.2776 -3.0103
H -5.1981 2.9243 5.6688
H -4.7331 2.7331 7.4026
H 4.3127 -6.0750 -5.0275
H -1.6060 5.7892 6.2175
H 4.2795 5.9076 -2.9633
H -4.0713 -4.3482 -0.8236
H -1.1618 2.7524 -3.7890
H 3.4982 -1.2606 4.0669
H 1.8189 2.8632 -0.0628
H 1.8067 -7.9573 -2.4109
H 3.8275 2.2965 -1.9008
H -3.0046 -0.0476 -1.3153
H -1.5213 3.5651 5.2708
H 2.3056 -0.2798 3.2695
H -2.5643 -4.2416 -1.5891
H 3.3217 -3.1439 -5.8243
H -3.4143 -5.0752 1.0309
H -3.8910 -1.1987 2.9615
*
```

Results
orbital gap: 0.1472 hartree

Number 1: E_tot -10336.154 eV. Number 2: E_tot -190605.128 eV. Number 3: E_tot -80677.336 eV.